1.
{"formula": "C3H4FN3S", "method": "ωB97M-V with the def2-TZVPD basis set", "symbols": ["C", "C", "C", "N", "N", "N", "F", "S", "H", "H", "H", "H"], "coordinates": [[0.17519, -0.00902, -0.30534], [-1.08831, 0.50724, -1.38585], [-0.38763, -0.19745, 0.89439], [-2.26029, 0.50746, -0.84090], [1.42611, -0.15099, -0.80501], [0.18164, -0.82345, 2.02384], [-0.95791, 1.05792, -2.54383], [-2.19930, 0.15437, 0.83425], [1.34736, -0.07817, -1.79298], [2.26862, 0.44972, -0.58492], [0.37406, -0.11468, 2.70652], [1.12045, -1.30296, 1.79982]], "mulliken_charge": [0.0720, 0.4847, 0.2404, -0.4546, -0.5989, -0.5847, -0.2303, 0.0083, 0.2785, 0.2359, 0.2629, 0.2860], "orbital_gap_ev": 8.92, "e_above_lowest_kcal_mol": 40.6, "energy_ha": -778.9722, "smiles": "Nc1snc(F)c1N", "homo_energy_ha": -0.305}

***

2.
{"formula": "C2H10NO3", "method": "ωB97M-V with the def2-TZVPD basis set", "symbols": ["O", "C", "C", "N", "H", "H", "H", "H", "H", "H", "H", "H", "O", "H", "H", "O"], "coordinates": [[1.45223, 2.08110, 0.32579], [0.81342, 2.17742, -0.78228], [-0.35912, 1.24674, -1.06603], [-0.30291, 0.26709, 0.04893], [0.99308, 2.91536, -1.57071], [-0.24632, 0.73554, -2.02938], [-1.37833, 1.70841, -1.12079], [0.14286, 0.65753, 0.89037], [0.30580, -0.56594, -0.18705], [-1.24523, -0.04375, 0.28193], [2.24767, -1.39966, -0.77824], [1.79134, -2.13338, 0.50809], [1.82922, -1.27435, 0.07217], [-1.92478, -1.98068, 2.55012], [-2.32585, -2.56474, 1.25722], [-1.79309, -1.82669, 1.59987]], "mulliken_charge": [-0.7344, -0.3109, -0.5279, -0.2836, 0.3773, 0.2181, 0.2577, 0.3162, 0.3628, 0.3718, 0.3223, 0.3058, -0.6699, 0.3113, 0.3071, -0.6237], "orbital_gap_ev": [3.55, 7.30], "s_squared": 0.75, "e_above_lowest_kcal_mol": 15.2, "energy_ha": -362.5541, "homo_energy_ha": [-0.132, -0.271], "spin_multiplicity": 2}

***

3.
{"formula": "C24H38PW", "method": "ωB97M-V with the def2-TZVPD basis set", "symbols": ["C", "C", "C", "C", "C", "W", "C", "C", "H", "C", "H", "H", "C", "H", "H", "H", "C", "H", "H", "H", "C", "H", "H", "H", "C", "H", "H", "H", "C", "H", "H", "H", "C", "H", "H", "H", "C", "H", "H", "H", "C", "C", "C", "C", "H", "C", "H", "C", "H", "H", "H", "C", "P", "C", "C", "H", "H", "H", "H", "H", "H", "H", "H", "H"], "coordinates": [[-1.32953, 2.29207, -0.00509], [-1.50185, 1.41088, -1.12717], [-0.22842, 1.27938, -1.78998], [0.72658, 2.08343, -1.07168], [0.05528, 2.66829, 0.05824], [-0.06898, 0.48204, 0.25124], [2.07657, -1.71561, -0.27145], [1.62909, -0.85612, 0.89780], [1.40537, -1.42933, 1.80486], [1.97619, 0.52946, 1.07870], [2.78629, 0.96310, 0.48384], [1.90655, 0.95102, 2.09051], [2.69304, -3.02826, 0.20843], [1.98002, -3.60865, 0.80316], [2.99919, -3.64463, -0.64210], [3.57750, -2.83775, 0.83010], [3.01871, -1.02115, -1.23599], [2.53855, -0.18373, -1.75328], [3.90438, -0.63267, -0.71794], [3.36626, -1.71710, -2.00772], [-2.80497, 0.87032, -1.60067], [-3.40541, 0.49334, -0.76391], [-3.39036, 1.65175, -2.10558], [-2.65738, 0.04787, -2.30377], [0.00022, 0.58453, -3.09115], [-0.59874, -0.32885, -3.15012], [-0.28196, 1.23998, -3.92777], [1.05166, 0.30683, -3.22216], [2.09063, 2.46456, -1.55348], [2.45695, 1.77252, -2.31784], [2.06796, 3.46712, -2.00808], [2.81708, 2.49932, -0.73490], [0.65028, 3.63476, 1.03117], [1.73221, 3.49329, 1.12438], [0.47459, 4.67146, 0.71039], [0.20640, 3.52318, 2.02739], [-2.43722, 2.89919, 0.78667], [-2.08848, 3.24600, 1.76444], [-2.85579, 3.77103, 0.26085], [-3.25628, 2.18789, 0.93206], [-0.58030, -1.62889, -0.88974], [0.66264, -2.15483, -1.19146], [-1.73653, -2.13318, -1.56357], [0.83913, -2.87927, -2.35833], [-0.25630, -1.71441, 0.29386], [-1.55541, -2.84948, -2.74160], [-2.73907, -1.95207, -1.16983], [-0.26510, -3.19244, -3.16407], [1.85165, -3.17317, -2.66230], [-2.40908, -3.15859, -3.35287], [-0.10326, -3.72990, -4.10456], [0.17831, -0.15683, 3.96655], [-1.00267, -0.17428, 2.56324], [-1.62467, -1.89760, 2.59119], [-2.41315, 0.73745, 3.25657], [1.03273, -0.81936, 3.78680], [-0.33752, -0.48792, 4.88021], [0.55582, 0.86200, 4.12467], [-2.05338, -2.12031, 3.57953], [-2.39627, -2.02263, 1.82132], [-0.81350, -2.60709, 2.38679], [-2.71144, 0.28892, 4.21559], [-2.14140, 1.78699, 3.42471], [-3.26343, 0.69610, 2.56487]], "mulliken_charge": [0.9306, 0.8825, 0.2984, 0.6812, 0.8911, -0.1626, 2.4981, -1.4897, 0.7912, -1.5150, 0.3929, 0.1408, -1.7620, 0.3789, 0.3716, 0.4627, -2.0745, 0.2337, 0.4728, 0.4634, -1.7113, 0.3226, 0.3031, 0.4410, -1.1098, 0.1555, 0.3553, 0.3591, -1.4752, 0.4696, 0.3298, 0.3307, -1.6735, 0.3668, 0.3265, 0.3445, -1.4250, 0.3817, 0.3064, 0.3480, 2.0062, 0.4461, -1.3589, -0.5264, -0.7587, -0.6760, 0.5120, -0.9249, 0.3268, 0.4122, 0.4192, -1.5147, 1.2938, -1.4638, -1.3001, 0.3611, 0.4762, 0.3804, 0.5025, 0.3243, 0.2882, 0.5069, 0.3358, 0.3001], "orbital_gap_ev": [7.88, 7.15], "s_squared": 2.02, "energy_ha": -1345.4572, "total_charge": 1, "homo_energy_ha": [-0.387, -0.391], "spin_multiplicity": 3}